Entry 1:
{
  "formula": "C47H38BrKN9O5Se",
  "method": "the ωB97M-V functional and the def2-TZVPD basis",
  "energy_ev": -224722.7058,
  "total_charge": -1,
  "symbols": ["K", "C", "O", "C", "C", "C", "C", "C", "C", "N", "N", "C", "O", "C", "C", "C", "C", "C", "C", "C", "O", "H", "H", "H", "H", "H", "H", "H", "H", "H", "H", "H", "H", "C", "O", "C", "C", "C", "Br", "C", "C", "C", "O", "C", "N", "C", "C", "C", "C", "C", "C", "N", "H", "H", "H", "H", "H", "H", "H", "H", "H", "H", "H", "N", "C", "C", "C", "C", "C", "C", "C", "N", "C", "C", "N", "C", "H", "H", "H", "H", "H", "H", "H", "C", "N", "C", "Se", "N", "C", "C", "C", "C", "C", "C", "H", "H", "H", "H", "H", "H", "H", "H"],
  "coordinates": [[-0.618, -0.157, -0.130], [4.393, 1.614, 2.919], [3.015, 1.508, 2.626], [2.423, 2.573, 2.030], [2.996, 3.828, 1.908], [2.286, 4.842, 1.277], [1.044, 4.582, 0.726], [0.467, 3.309, 0.795], [-0.745, 3.079, -0.067], [-0.601, 2.289, -1.050], [-1.610, 2.195, -2.019], [-2.578, 1.317, -1.867], [-2.909, 0.557, -0.917], [-3.453, 1.205, -3.115], [-3.084, 1.759, -4.340], [-3.870, 1.568, -5.471], [-5.043, 0.827, -5.391], [-5.424, 0.282, -4.172], [-4.631, 0.466, -3.047], [1.140, 2.318, 1.518], [0.578, 1.105, 1.795], [4.713, 0.623, 3.232], [4.575, 2.327, 3.730], [4.967, 1.913, 2.038], [3.979, 4.025, 2.314], [2.724, 5.828, 1.188], [0.527, 5.359, 0.174], [-1.657, 3.658, 0.086], [-2.167, 2.331, -4.390], [-3.566, 1.999, -6.418], [-5.657, 0.677, -6.273], [-6.339, -0.296, -4.100], [-4.897, 0.034, -2.089], [-1.706, -2.688, 1.899], [-0.462, -2.070, 1.626], [0.649, -2.858, 1.481], [0.673, -4.170, 1.904], [1.839, -4.920, 1.753], [1.836, -6.737, 2.332], [2.969, -4.370, 1.217], [2.956, -3.032, 0.802], [1.793, -2.222, 0.897], [1.760, -0.982, 0.509], [4.210, -2.457, 0.317], [5.372, -3.074, 0.245], [6.254, -2.123, -0.215], [7.622, -2.213, -0.474], [8.279, -1.081, -0.929], [7.602, 0.129, -1.130], [6.243, 0.240, -0.881], [5.586, -0.896, -0.423], [4.286, -1.148, -0.077], [-1.849, -3.546, 1.235], [-2.472, -1.938, 1.721], [-1.749, -3.020, 2.939], [-0.200, -4.622, 2.353], [3.886, -4.934, 1.113], [1.150, 0.350, 1.477], [8.145, -3.149, -0.319], [9.341, -1.128, -1.137], [8.151, 0.990, -1.488], [5.714, 1.173, -1.041], [3.437, -0.582, -0.036], [-8.877, -4.079, -5.863], [-7.847, -3.821, -5.421], [-6.562, -3.507, -4.872], [-6.387, -3.431, -3.490], [-5.151, -3.116, -2.963], [-4.068, -2.892, -3.807], [-4.237, -2.977, -5.185], [-5.477, -3.273, -5.715], [-2.811, -2.560, -3.273], [-1.865, -1.738, -3.847], [-0.861, -1.628, -2.939], [-1.159, -2.374, -1.816], [-2.323, -2.907, -2.042], [-7.230, -3.599, -2.835], [-5.033, -3.002, -1.893], [-3.394, -2.815, -5.843], [-5.610, -3.331, -6.787], [-2.034, -1.242, -4.789], [0.030, -1.024, -3.007], [-2.857, -3.559, -1.369], [-2.085, 3.636, 3.311], [-1.170, 2.733, 3.973], [-1.376, 1.404, 4.153], [-2.844, 0.418, 3.730], [-0.274, 0.929, 4.791], [0.645, 1.944, 5.012], [1.889, 1.970, 5.616], [2.523, 3.203, 5.706], [1.934, 4.362, 5.203], [0.690, 4.332, 4.590], [0.060, 3.103, 4.504], [-2.833, 3.041, 2.793], [-1.533, 4.242, 2.594], [-2.576, 4.286, 4.038], [-0.147, -0.056, 4.937], [2.350, 1.068, 5.996], [3.497, 3.265, 6.176], [2.465, 5.302, 5.281], [0.240, 5.228, 4.182]]
}


Entry 2:
{
  "formula": "C6H7NOSbScSe4",
  "method": "the ωB97M-V functional and the def2-TZVPD basis",
  "energy_ev": -298499.2249,
  "total_charge": 0,
  "symbols": ["Sc", "O", "C", "C", "C", "C", "C", "C", "N", "H", "H", "H", "H", "H", "H", "H", "Se", "Sb", "Se", "Se", "Se"],
  "coordinates": [[-1.292, 1.232, -0.078], [-1.861, -0.728, -0.858], [-0.822, -1.456, -1.540], [0.526, -1.150, -0.923], [1.530, -2.086, -0.790], [2.736, -1.692, -0.226], [2.897, -0.383, 0.192], [1.840, 0.495, 0.032], [0.684, 0.122, -0.524], [-2.178, -1.223, -0.084], [-0.850, -1.109, -2.573], [-1.047, -2.521, -1.537], [1.367, -3.107, -1.109], [3.536, -2.409, -0.100], [3.814, -0.045, 0.650], [1.909, 1.522, 0.369], [-1.089, 4.635, 2.856], [-2.686, 3.100, 2.032], [-1.549, 0.765, 2.290], [-2.491, 3.260, -0.589], [-4.974, 2.777, 2.509]]
}


Entry 3:
{
  "formula": "C6H8GdO6",
  "method": "the ωB97M-V functional and the def2-TZVPD basis",
  "energy_ev": -39436.5936,
  "spin_multiplicity": 8,
  "total_charge": 3,
  "symbols": ["O", "C", "O", "O", "C", "C", "C", "C", "Gd", "H", "H", "H", "H", "H", "H", "O", "C", "O", "H", "O", "H"],
  "coordinates": [[3.629, 0.725, -1.188], [2.675, 0.417, -0.448], [1.705, 1.305, -0.426], [2.699, -0.687, 0.212], [1.499, -1.263, 0.795], [0.391, -1.395, -0.200], [-0.888, -1.383, 0.189], [-2.007, -0.945, -0.699], [3.756, 2.997, -1.181], [1.215, -0.645, 1.656], [1.842, -2.245, 1.140], [0.641, -1.651, -1.234], [-1.140, -1.513, 1.246], [-2.832, -1.663, -0.601], [-1.716, -0.916, -1.756], [-2.675, 0.299, -0.446], [-2.300, 1.353, 0.217], [-1.217, 1.883, -0.034], [-2.779, 2.497, 1.663], [-2.939, 1.593, 1.336], [0.442, 1.235, -0.239]]
}


Entry 4:
{
  "formula": "C8H14ClN2O2",
  "method": "the ωB97M-V functional and the def2-TZVPD basis",
  "energy_ev": -28117.8490,
  "total_charge": -1,
  "symbols": ["C", "C", "N", "C", "C", "N", "C", "C", "H", "H", "H", "H", "H", "H", "H", "H", "H", "H", "H", "C", "C", "O", "O", "H", "H", "H", "Cl"],
  "coordinates": [[-5.494, 3.863, 1.521], [-4.540, 3.371, 0.371], [-3.348, 2.722, 0.952], [-2.420, 3.192, 1.857], [-1.574, 2.167, 2.266], [-2.006, 1.044, 1.508], [-3.157, 1.379, 0.799], [-1.448, -0.273, 1.533], [-5.109, 4.514, 2.306], [-5.790, 3.007, 2.126], [-6.351, 4.358, 1.063], [-4.146, 4.200, -0.215], [-4.930, 2.686, -0.382], [-2.502, 4.234, 2.130], [-0.837, 2.065, 3.049], [-3.685, 0.674, 0.175], [-2.188, -1.063, 1.399], [-0.807, -0.437, 2.399], [-0.704, -0.340, 0.739], [7.701, -5.577, -3.073], [9.145, -5.657, -3.504], [9.634, -6.711, -3.837], [9.783, -4.511, -3.576], [7.202, -4.612, -3.159], [7.518, -5.794, -2.020], [7.003, -6.228, -3.597], [3.052, -2.274, -2.833]]
}


Entry 5:
{
  "formula": "C5H6N2O",
  "method": "the ωB97M-V functional and the def2-TZVPD basis",
  "energy_ev": -10308.2146,
  "total_charge": 0,
  "symbols": ["H", "N", "C", "C", "C", "O", "N", "C", "C", "H", "H", "H", "H", "H"],
  "coordinates": [[-2.871, -0.461, 0.653], [-2.083, -0.631, 0.023], [-0.964, -0.098, 0.252], [-0.216, -0.010, 1.532], [1.232, -0.060, 1.018], [2.198, -0.306, 1.730], [1.310, 0.579, -0.234], [0.228, 0.026, -0.857], [0.018, 0.015, -2.174], [-0.426, 0.940, 2.031], [-0.419, -0.865, 2.178], [2.208, 0.715, -0.681], [-0.942, -0.274, -2.589], [0.727, 0.430, -2.882]]
}


Entry 6:
{
  "formula": "C23H16HgN5O6",
  "method": "the ωB97M-V functional and the def2-TZVPD basis",
  "energy_ev": -48023.7082,
  "spin_multiplicity": 2,
  "total_charge": -2,
  "symbols": ["Hg", "O", "C", "N", "C", "O", "C", "C", "C", "C", "C", "N", "C", "C", "C", "C", "C", "N", "H", "H", "H", "H", "H", "H", "H", "H", "N", "C", "C", "C", "C", "C", "C", "C", "C", "N", "C", "H", "H", "H", "H", "H", "H", "H", "H", "O", "C", "O", "C", "O", "O"],
  "coordinates": [[-0.022, 0.405, 1.404], [-1.410, 2.287, 5.083], [-0.735, 1.840, 4.154], [-0.812, 0.661, 3.526], [-1.590, -0.398, 4.012], [-1.946, -0.515, 5.192], [-1.909, -1.415, 3.024], [-2.711, -2.519, 3.394], [-3.039, -3.488, 2.490], [-2.543, -3.376, 1.152], [-1.746, -2.302, 0.853], [-1.422, -1.333, 1.721], [0.332, 2.792, 3.591], [0.308, 4.126, 3.990], [1.240, 4.997, 3.458], [2.174, 4.517, 2.550], [2.137, 3.171, 2.226], [1.246, 2.332, 2.743], [-3.054, -2.551, 4.419], [-3.662, -4.327, 2.780], [-2.761, -4.119, 0.397], [-1.321, -2.194, -0.139], [-0.450, 4.431, 4.696], [1.232, 6.046, 3.735], [2.905, 5.166, 2.086], [2.838, 2.748, 1.514], [2.070, -2.153, -1.641], [1.590, -2.079, -2.917], [2.202, -2.703, -3.991], [1.667, -2.621, -5.287], [0.521, -1.919, -5.545], [-0.138, -1.267, -4.475], [-1.309, -0.491, -4.650], [-1.877, 0.133, -3.579], [-1.286, -0.030, -2.306], [-0.219, -0.753, -2.103], [0.372, -1.357, -3.163], [3.066, -2.286, -1.572], [1.744, -1.428, -1.000], [3.120, -3.254, -3.821], [2.188, -3.118, -6.098], [0.117, -1.841, -6.548], [-1.728, -0.387, -5.645], [-2.759, 0.750, -3.686], [-1.702, 0.470, -1.437], [3.053, 1.031, -1.429], [2.074, 1.009, -0.692], [1.879, 0.118, 0.220], [0.966, 2.127, -0.876], [1.191, 3.034, -1.668], [-0.085, 2.030, -0.144]]
}


Entry 7:
{
  "formula": "C5H10O3",
  "method": "the ωB97M-V functional and the def2-TZVPD basis",
  "energy_ev": -11485.5249,
  "total_charge": 0,
  "symbols": ["C", "C", "O", "H", "H", "H", "H", "H", "H", "C", "C", "C", "O", "O", "H", "H", "H", "H"],
  "coordinates": [[0.889, -0.682, 0.695], [2.288, -0.122, 0.527], [0.784, -2.041, 0.453], [0.711, -2.131, -0.520], [0.493, -0.466, 1.693], [-0.780, -0.276, 0.459], [2.628, -0.261, -0.499], [2.318, 0.939, 0.770], [2.960, -0.659, 1.199], [-0.063, 0.049, -0.679], [-1.963, -0.056, -0.114], [-2.587, 1.086, 0.112], [0.227, 1.395, -0.689], [0.041, -0.668, -1.679], [0.152, 1.684, -1.610], [-2.405, -0.964, -0.502], [-2.050, 1.955, 0.472], [-3.644, 1.217, -0.089]]
}


Going through the records in order, we get energy above the lowest of the compared OMol25 structures with the same formula, charge and spin values of 1.335; 1.113; 1.264; 4.617; 1.389; 0.000; 4.662 eV.